Entry 1:
A molecular structure, C30H48Br42FINO3PS in a non-equilibrium geometry, computed with the ωB97M-V functional and the def2-TZVPD basis.

```
128
Properties=species:S:1:pos:R:3
C -0.606 4.751 1.712
C 0.797 4.912 1.133
C 1.082 3.681 0.259
C 1.201 4.013 -1.260
C 2.566 3.632 -1.816
C 2.692 2.268 -2.477
C 2.628 1.075 -1.500
C 1.457 0.080 -1.797
C 0.349 -0.012 -0.716
C -1.066 -0.203 -1.311
C -2.220 0.590 -0.668
C -3.528 -0.232 -0.789
C -4.835 0.567 -0.898
C -5.981 -0.447 -1.003
C -7.416 0.060 -0.846
C -7.944 1.012 -1.977
N -8.888 2.000 -1.358
P -8.501 3.715 -1.641
O -8.191 3.862 -3.250
I -6.320 4.131 -0.606
S -10.453 1.738 -1.908
O -10.502 1.346 -3.258
O -11.135 0.944 -0.987
F -11.087 3.151 -1.834
H -0.657 3.829 2.282
H -0.920 5.606 2.297
H -1.245 4.586 0.853
H 0.755 5.820 0.540
H 1.536 5.054 1.913
H 0.240 3.013 0.347
H 2.013 3.217 0.563
H 1.115 5.094 -1.350
H 0.371 3.624 -1.842
H 2.814 4.361 -2.585
H 3.295 3.757 -1.018
H 2.001 2.115 -3.296
H 3.677 2.253 -2.937
H 3.522 0.469 -1.611
H 2.632 1.417 -0.471
H 1.014 0.296 -2.763
H 1.918 -0.898 -1.901
H 0.400 0.880 -0.104
H 0.608 -0.836 -0.063
H -1.322 -1.249 -1.162
H -1.079 0.065 -2.360
H -2.361 1.545 -1.172
H -2.057 0.800 0.386
H -3.465 -0.849 -1.682
H -3.616 -0.828 0.114
H -4.826 1.252 -1.739
H -4.966 1.146 0.012
H -5.829 -1.133 -0.173
H -5.879 -1.050 -1.902
H -8.095 -0.785 -0.891
H -7.563 0.592 0.085
H -8.412 0.385 -2.723
H -7.075 1.489 -2.417
H -8.169 3.002 -3.694
C -8.094 -4.077 0.279
Br -8.276 -5.862 0.973
Br -7.072 -2.952 1.465
Br -7.367 -4.071 -1.507
H -9.086 -3.655 0.219
C -4.481 5.025 4.684
Br -3.286 3.522 4.503
Br -3.618 6.688 4.232
Br -6.104 4.769 3.678
H -4.757 5.084 5.725
C 2.734 -1.949 1.825
Br 1.168 -3.002 1.446
Br 3.567 -2.442 3.482
Br 3.987 -1.980 0.361
H 2.402 -0.929 1.936
C -9.949 -6.385 4.959
Br -8.806 -7.931 4.815
Br -8.971 -4.753 4.669
Br -11.473 -6.516 3.787
H -10.325 -6.359 5.970
C 3.333 -6.760 2.803
Br 2.711 -5.918 4.420
Br 1.960 -6.842 1.455
Br 4.933 -5.912 2.140
H 3.590 -7.778 3.052
C -3.528 6.276 8.748
Br -3.327 8.162 9.081
Br -5.331 5.841 8.217
Br -2.212 5.633 7.491
H -3.347 5.767 9.682
C 7.075 -8.126 -0.202
Br 7.835 -7.044 -1.601
Br 5.307 -8.737 -0.659
Br 8.234 -9.589 0.278
H 6.976 -7.499 0.672
C 9.739 -7.692 -5.468
Br 9.739 -7.347 -7.364
Br 10.198 -6.115 -4.454
Br 8.073 -8.456 -4.885
H 10.509 -8.424 -5.279
C 4.116 2.739 -6.671
Br 4.733 1.347 -5.490
Br 2.440 3.481 -6.072
Br 5.452 4.103 -6.923
H 3.938 2.286 -7.634
C 6.651 -12.285 -6.537
Br 6.051 -11.410 -4.925
Br 5.250 -12.373 -7.856
Br 8.248 -11.477 -7.253
H 6.902 -13.300 -6.271
C 2.600 7.764 -5.641
Br 0.854 6.994 -5.910
Br 3.522 6.938 -4.164
Br 3.650 7.720 -7.255
H 2.453 8.802 -5.385
C 4.184 1.874 4.381
Br 3.509 1.435 6.130
Br 5.863 0.999 4.026
Br 2.878 1.533 3.001
H 4.373 2.937 4.371
C 6.832 5.244 3.844
Br 6.173 4.839 5.610
Br 8.508 4.364 3.494
Br 5.517 4.840 2.492
H 7.014 6.307 3.807
C 7.919 -2.491 5.314
Br 7.871 -2.152 3.413
Br 8.409 -0.919 6.314
Br 6.265 -3.247 5.942
H 8.690 -3.226 5.481
```

The molecular weight is 4035.6 g/mol. The calculation puts the largest force on an atom at 2.29 eV Å⁻¹. As for the HOMO energy: -9.18 eV. Its multiplicity is 1. For the total energy, the calculation gives -110697.8995 Eh. For the HOMO-LUMO gap, the calculation gives 8.95 eV. The LUMO energy comes out at -0.23 eV.

Atom charges from the Mulliken analysis, given in e for atoms 1 to 4: -1.280, -0.530, 0.926, -0.580

Entry 2:
A molecular structure, C30H48IrPS3Sb in a non-equilibrium geometry, computed with the ωB97M-V functional and the def2-TZVPD basis.

```
84
Properties=species:S:1:pos:R:3
Ir -0.316 0.540 -2.028
C -4.933 1.204 -0.936
C -4.788 0.359 0.333
C -5.539 0.980 1.515
C -3.330 0.144 0.667
C -2.491 1.212 0.967
C -1.152 1.027 1.284
C -0.357 2.179 1.875
C -0.541 3.516 1.152
C -0.772 2.352 3.345
C -0.618 -0.277 1.232
C -1.473 -1.376 1.040
C -2.812 -1.139 0.751
C -1.010 -2.795 1.353
C -1.596 -3.202 2.712
C -1.402 -3.838 0.305
C 0.793 -0.563 1.633
C 1.001 -0.874 2.980
C 2.244 -1.222 3.471
C 3.323 -1.272 2.603
C 3.136 -0.968 1.269
C 1.887 -0.597 0.759
P 1.801 -0.190 -1.035
C 2.946 1.321 -1.161
C 3.068 1.689 -2.645
C 2.185 2.446 -0.447
C 4.335 1.244 -0.527
C 2.596 -1.703 -1.895
C 4.120 -1.740 -2.008
C 2.086 -2.959 -1.178
C 2.036 -1.731 -3.321
H -5.984 1.405 -1.146
H -4.506 0.669 -1.786
H -4.413 2.159 -0.834
H -5.232 -0.620 0.134
H -5.152 1.972 1.754
H -5.447 0.355 2.405
H -6.598 1.078 1.272
H -2.901 2.215 0.990
H 0.703 1.921 1.859
H -1.551 3.904 1.294
H -0.350 3.423 0.084
H 0.157 4.248 1.559
H -1.831 2.607 3.408
H -0.190 3.152 3.806
H -0.612 1.440 3.919
H -3.477 -1.982 0.604
H 0.077 -2.795 1.446
H -2.685 -3.251 2.654
H -1.330 -2.490 3.494
H -1.222 -4.186 3.002
H -2.486 -3.946 0.245
H -0.977 -4.808 0.570
H -1.046 -3.558 -0.682
H 0.146 -0.869 3.643
H 2.366 -1.467 4.518
H 4.307 -1.548 2.959
H 3.984 -1.010 0.605
H 2.091 1.691 -3.133
H 3.721 1.005 -3.188
H 3.489 2.693 -2.734
H 1.182 2.556 -0.862
H 2.717 3.390 -0.578
H 2.102 2.247 0.623
H 4.965 0.470 -0.958
H 4.276 1.101 0.551
H 4.828 2.203 -0.702
H 4.630 -1.784 -1.049
H 4.501 -0.895 -2.579
H 4.389 -2.648 -2.552
H 2.547 -3.096 -0.201
H 2.315 -3.836 -1.788
H 1.003 -2.914 -1.047
H 2.319 -0.848 -3.891
H 0.948 -1.786 -3.308
H 2.410 -2.613 -3.846
S -3.645 0.825 -5.433
Sb -1.997 -0.694 -4.908
S -0.038 0.745 -4.447
S -2.231 -0.751 -2.453
C -1.071 2.546 -1.846
H -0.492 3.194 -2.502
H -1.037 2.904 -0.819
H -2.103 2.511 -2.190
```

The calculation puts the energy relative to the best compared isomer or geometry (same formula, charge and spin) at 1.9 kcal/mol. The molecular weight is 849.9 g/mol. The calculation puts the largest force on an atom at 2.83 eV Å⁻¹. As for the HOMO energy (alpha / beta): -6.77 / -6.76 eV. Its multiplicity is 2. Its expectation value of S² is 0.76. For the total energy, the calculation gives -3052.4145 Eh. For the HOMO-LUMO gap (alpha / beta), the calculation gives 5.09 / 5.22 eV. The LUMO energy (alpha / beta) comes out at -1.68 / -1.54 eV.

Atom charges from the Mulliken analysis, given in e for atoms 1 to 4: 1.899, -1.219, 0.085, -1.528

Entry 3:
2 unconnected molecules or ions with the total composition C30H48N3O6 in a non-equilibrium geometry, computed with the ωB97M-V functional and the def2-TZVPD basis.

```
87
Properties=species:S:1:pos:R:3
C 4.286 -3.216 -0.401
C 3.515 -3.348 -1.747
C 2.824 -2.031 -2.216
C 1.438 -1.876 -1.605
N 0.481 -2.528 -2.220
N -0.726 -2.426 -1.721
C -1.734 -3.236 -2.456
C -2.395 -2.436 -3.568
C -3.732 -2.564 -3.873
C -4.304 -1.862 -4.908
C -3.563 -1.005 -5.697
C -2.220 -0.860 -5.380
C -1.653 -1.561 -4.348
C -1.161 -1.722 -0.692
C -2.598 -1.630 -0.217
C -3.113 -0.148 -0.241
C -3.624 0.390 1.121
C -4.487 -0.597 1.935
C -3.766 -1.318 3.104
C -2.938 -0.407 4.028
C -3.765 0.602 4.853
O -2.869 1.501 5.508
C -2.483 2.564 4.667
C -0.170 -0.984 0.030
N -0.518 -0.226 1.154
C 1.139 -1.101 -0.444
C 2.245 -0.373 0.310
C 2.515 -1.152 1.635
O 3.626 -0.626 2.353
C 3.460 0.685 2.755
C 2.183 1.184 3.424
O 4.390 1.443 2.596
H 5.337 -3.512 -0.479
H 3.828 -3.850 0.367
H 4.278 -2.176 -0.063
H 4.266 -3.573 -2.513
H 2.771 -4.147 -1.665
H 3.436 -1.141 -2.049
H 2.691 -2.133 -3.301
H -1.205 -4.058 -2.954
H -2.454 -3.703 -1.786
H -4.376 -3.242 -3.312
H -5.354 -1.981 -5.172
H -4.027 -0.484 -6.527
H -1.649 -0.172 -6.001
H -0.585 -1.405 -4.197
H -3.302 -2.220 -0.803
H -2.608 -2.053 0.797
H -3.932 -0.081 -0.966
H -2.305 0.504 -0.602
H -2.800 0.819 1.698
H -4.269 1.249 0.882
H -5.326 -0.043 2.377
H -4.957 -1.368 1.304
H -3.130 -2.160 2.800
H -4.559 -1.758 3.731
H -2.447 -1.067 4.760
H -2.116 0.114 3.522
H -4.243 0.052 5.673
H -4.495 1.156 4.244
H -3.354 3.010 4.162
H -1.762 2.245 3.887
H -1.977 3.336 5.256
H -0.927 0.643 0.806
H 0.302 0.076 1.667
H 1.808 0.589 0.618
H 3.144 -0.230 -0.285
H 1.640 -1.113 2.308
H 2.664 -2.216 1.442
H 1.755 0.497 4.164
H 2.429 2.115 3.942
H 1.417 1.458 2.684
C 4.927 4.707 0.762
C 5.066 3.505 -0.145
O 3.813 3.178 -0.779
C 3.477 3.941 -1.820
O 4.117 4.848 -2.272
O 2.282 3.528 -2.265
C 1.759 4.320 -3.336
H 4.115 4.555 1.476
H 5.853 4.883 1.309
H 4.690 5.605 0.191
H 5.342 2.632 0.445
H 5.846 3.653 -0.892
H 2.479 4.410 -4.147
H 1.477 5.306 -2.968
H 0.871 3.815 -3.707
```

The molecular weight is 546.7 g/mol. The calculation puts the largest force on an atom at 2.39 eV Å⁻¹. As for the HOMO energy: -11.82 eV. Its multiplicity is 1. For the total energy, the calculation gives -1787.3763 Eh. As for the charge: +1. For the HOMO-LUMO gap, the calculation gives 8.09 eV. The LUMO energy comes out at -3.73 eV.

Atom charges from the Mulliken analysis, given in e for atoms 1 to 4: -0.962, -0.296, -0.974, 0.522

Entry 4:
A molecular structure, C30H49BMnO2P2 in a non-equilibrium geometry, computed with the ωB97M-V functional and the def2-TZVPD basis.

```
85
Properties=species:S:1:pos:R:3
Mn 0.069 0.012 0.559
C -1.744 1.507 0.053
C -2.211 0.627 -0.964
C -2.006 -0.616 0.978
C -1.700 0.776 1.302
C -2.356 -0.669 -0.411
C -1.726 2.984 -0.031
H -1.358 3.319 -1.010
H -1.087 3.415 0.751
H -2.745 3.393 0.101
C -1.662 1.333 2.680
H -1.366 2.392 2.685
H -0.937 0.766 3.286
H -2.642 1.253 3.185
C -2.330 -1.656 1.990
H -3.407 -1.656 2.249
H -1.750 -1.504 2.909
H -2.076 -2.656 1.606
C -3.089 -1.784 -1.052
H -4.176 -1.618 -0.959
H -2.853 -2.742 -0.588
H -2.849 -1.852 -2.123
C -2.746 1.072 -2.270
H -3.745 1.536 -2.157
H -2.842 0.243 -2.980
H -2.096 1.816 -2.745
C 1.587 0.468 -3.153
C 0.532 1.283 -3.309
C -0.113 1.553 -4.636
C -1.008 0.430 -5.246
C -1.080 -0.879 -4.502
C -0.026 -1.688 -4.350
C 1.325 -1.402 -4.957
C 2.198 -0.301 -4.292
H 0.655 1.820 -5.378
H -0.679 0.256 -6.284
H -0.749 2.444 -4.518
H 2.534 0.392 -5.081
H 2.125 0.369 -2.204
H 0.117 1.861 -2.475
H 3.106 -0.788 -3.908
H 1.897 -2.344 -4.920
H -0.127 -2.682 -3.901
H 1.207 -1.155 -6.025
H -2.035 0.822 -5.319
H -2.090 -1.199 -4.229
P 1.725 1.775 0.663
C 1.620 2.785 2.176
H 2.551 3.353 2.308
H 1.481 2.142 3.050
H 0.778 3.483 2.129
C 3.475 1.293 0.688
H 4.087 2.153 0.993
H 3.792 0.955 -0.305
H 3.610 0.485 1.411
C 1.770 3.046 -0.628
H 2.061 2.595 -1.584
H 2.482 3.843 -0.364
H 0.779 3.491 -0.759
P 1.108 -2.259 0.298
C -0.051 -3.260 -0.730
H 0.475 -4.128 -1.164
H -0.421 -2.644 -1.564
H -0.907 -3.617 -0.145
C 2.448 -2.291 -0.946
H 2.023 -2.182 -1.954
H 3.003 -3.242 -0.896
H 3.135 -1.458 -0.772
C 1.634 -3.533 1.514
H 1.851 -4.493 1.011
H 0.855 -3.709 2.270
H 2.535 -3.212 2.057
O 0.329 -1.396 3.431
B 1.068 -0.776 2.303
O 2.325 -0.322 2.935
C 2.231 -0.527 4.284
C 3.201 -0.295 5.261
C 2.938 -0.799 6.540
C 1.773 -1.528 6.816
C 0.788 -1.719 5.837
C 1.046 -1.199 4.579
H 4.110 0.241 5.010
H 3.662 -0.621 7.341
H 1.625 -1.957 7.809
H -0.143 -2.259 6.031
```

The calculation puts the energy relative to the best compared isomer or geometry (same formula, charge and spin) at 0.0 kcal/mol. The molecular weight is 569.4 g/mol. The calculation puts the largest force on an atom at 4.01 eV Å⁻¹. As for the HOMO energy (alpha / beta): -9.62 / -10.62 eV. Its multiplicity is 5. Its expectation value of S² is 6.23. For the total energy, the calculation gives -3181.3457 Eh. As for the charge: +1. For the HOMO-LUMO gap (alpha / beta), the calculation gives 6.24 / 7.53 eV. The LUMO energy (alpha / beta) comes out at -3.38 / -3.09 eV.

Atom charges from the Mulliken analysis, given in e for atoms 1 to 4: -0.020, 0.660, 0.780, 0.724

Number 3 is which compound? C30H48N3O6

Look up the multiplicity of the third one. 1

Which value of multiplicity does entry 3 give? 1